The following is a DFT calculation (wB97M-V/def2-TZVPD) of 12 unconnected molecules or ions with the total composition C36H96O36S12 in a non-equilibrium geometry.

Atoms and positions in Å:
C  -9.325300  -22.958070  9.670860
H  -11.012560  -17.722910  12.366780
O  -11.392960  -10.627430  12.438110
H  -1.896010  -12.225220  6.160470
H  3.235750  -15.836770  12.372520
O  -2.183920  -19.127760  12.775700
O  -5.887960  -7.982360  10.206170
O  -3.871920  -12.153920  6.390220
S  -1.670910  -19.001670  8.371400
H  -6.071590  -11.964480  9.599220
C  -1.697240  -18.063470  15.097170
C  -9.408690  -11.689240  12.310480
H  -0.659410  -19.113210  10.197550
C  -7.349710  -12.109100  16.080770
H  -2.474360  -12.340610  7.836330
H  3.257950  -14.474890  11.461720
O  -7.783380  -8.964550  8.689780
S  -9.579750  -16.487120  10.979880
O  -7.823880  -21.074110  10.396540
O  -4.875850  -16.196280  16.804080
C  -11.015470  -16.647620  12.188360
S  -2.885990  -17.965960  13.681770
H  -9.037430  -10.108960  4.187670
H  -9.680270  -19.323670  9.232260
H  -0.684950  -18.119810  14.696920
H  -2.651920  -14.371220  5.474730
H  -3.788840  -21.505160  9.153500
H  -3.509650  -20.797480  13.148800
C  -10.068050  -10.390270  12.033790
O  -6.294270  -7.044730  7.936260
H  -10.067790  -10.236990  10.954630
H  -8.079530  -19.824670  12.682520
H  -7.947740  -19.669500  6.105100
C  -9.532100  -10.220070  5.152580
H  3.400050  -14.444570  13.270500
C  -7.642740  -12.614270  8.286620
H  -1.666420  -22.593170  7.749610
O  -4.230770  -18.445920  14.115060
H  -12.127550  -20.010870  10.423820
S  -6.433530  -20.497120  11.094900
O  -0.350560  -19.248880  7.768850
H  -10.598620  -10.442750  5.120330
H  -9.476360  -12.592150  11.703620
C  1.332820  -14.819040  12.501040
S  -5.071200  -14.859940  16.238670
C  -9.083590  -8.942530  5.814000
H  -1.967770  -21.271830  6.668820
O  -2.736360  -18.244930  7.759920
C  -7.976330  -22.521030  10.196790
S  -11.849060  -10.149890  13.983180
H  -3.983720  -5.141500  6.851670
H  -7.277100  -13.093860  10.344320
H  -8.038700  -11.598740  8.291940
H  -6.010320  -14.266040  14.077080
C  -1.184540  -18.226870  9.841530
H  -8.729680  -6.836440  10.527820
H  -3.893570  -20.384130  7.843760
C  -2.860150  -20.288790  12.436410
H  -8.356780  -11.404490  12.332870
O  -10.625500  -10.294000  14.863430
O  -2.653610  -10.056140  5.609850
H  -3.480660  -20.194450  11.545250
H  -6.697290  -11.643330  15.342190
H  -8.160410  -12.659490  15.603360
H  -1.349310  -21.623770  13.092890
H  -9.457890  -22.549070  8.669240
H  -8.392310  -13.385730  8.110320
H  -7.220720  -22.812580  9.467310
C  -8.037470  -6.402870  9.806040
H  -9.946040  -19.196800  11.019040
H  -1.832590  -14.255230  11.751520
H  -3.302700  -14.629100  7.178740
H  -10.670010  -16.026160  13.014530
H  -11.114850  -7.858740  13.361960
O  -8.355770  -17.097000  11.567330
H  -7.802270  -11.259110  16.591470
O  -8.193760  -5.980630  5.864250
H  -7.155750  -21.325380  13.180160
H  -7.159510  -19.431720  7.686800
H  -9.643480  -11.797500  13.369370
C  -6.708390  -21.186860  6.839990
O  -6.167410  -19.101790  10.655160
C  -4.533420  -10.083130  7.599510
H  -2.026730  -17.952590  10.476810
H  -7.385070  -5.604240  10.159120
H  -2.525490  -12.632110  11.976280
H  -7.587540  -21.829050  6.892760
H  -11.879130  -16.397850  11.572090
H  -6.448890  -19.655480  13.333380
H  -4.940860  -6.120730  8.976200
C  -5.551040  -5.851780  8.113970
H  -3.220360  -22.465180  6.758100
H  -6.077240  -4.915220  8.298560
H  -4.856330  -17.613880  8.035950
H  -5.338990  -10.766570  7.867960
H  -8.005660  -8.800740  5.736180
H  -6.988430  -12.612710  7.414850
H  -2.001190  -19.000250  15.564240
C  -10.520330  -5.304960  4.736590
H  -1.133990  -12.835870  10.952160
O  -5.051570  -10.341190  4.943080
O  -0.878540  -14.063670  14.271190
H  -12.640520  -8.482400  12.559720
S  -9.582450  -6.375270  6.014340
H  0.926740  -15.325100  11.625190
C  -5.433930  -15.116210  14.441890
O  -2.149810  -20.458830  9.012210
H  -5.993600  -21.407430  7.632790
C  -2.461160  -21.959990  7.355180
C  -6.999090  -19.694960  6.641300
O  -3.336530  -14.404770  9.509320
C  2.845830  -14.819600  12.410100
O  -7.020790  -16.983300  5.258530
C  -12.060320  -8.388640  13.477700
C  -2.568850  -14.141520  6.537010
C  -10.261290  -18.862190  10.030730
H  -9.225390  -8.954630  6.894670
S  -5.775700  -17.455030  5.850310
H  -0.806400  -20.742360  11.643810
O  -13.166010  -10.751870  14.250310
H  -2.033700  -17.127970  15.544110
H  -10.057270  -5.702950  3.833660
H  -10.090000  -22.649880  10.383850
O  -10.270590  -6.369960  7.316600
H  -0.465960  -17.419150  9.702540
H  -11.597540  -5.401640  4.872120
H  1.141990  -15.395140  13.406460
H  -5.360520  -15.945370  7.655370
C  -7.110480  -20.315540  12.772380
S  -4.614600  -14.374710  10.259970
H  -9.733990  -9.478570  12.529080
C  -1.668080  -21.175220  12.151990
H  -1.932340  -22.011840  11.505210
H  -4.659840  -16.898870  10.160680
S  -6.936900  -7.843990  9.195660
C  -6.673420  -12.863530  9.466460
C  -4.720980  -5.942890  6.803370
H  -4.805360  -16.095780  11.774670
H  -5.409120  -5.838970  5.964470
H  -9.315290  -24.045610  9.598400
H  -1.577690  -14.539620  6.754320
O  -4.524310  -17.165050  5.183710
H  -4.906590  -9.061120  7.533610
O  -6.615970  -14.385040  16.575860
C  -5.149530  -16.116600  10.740640
H  -6.165500  -21.509810  5.951690
C  -2.646310  -12.672540  6.812440
H  -7.670460  -23.163900  11.022180
H  -10.154270  -4.355050  5.126180
H  -5.778550  -16.121770  14.200680
C  -5.654180  -16.994650  7.625960
O  -4.128170  -13.737460  16.466520
H  -7.446380  -13.201320  18.014020
C  -1.599440  -13.196980  11.869250
O  -5.888760  -13.971970  9.159310
O  -5.882500  -19.082910  6.010010
H  -12.063070  -19.251740  8.850100
C  -6.786990  -13.088860  17.153400
H  -12.600300  -7.901550  14.289650
S  -3.977430  -10.520910  5.932650
H  -6.214750  -16.346950  10.722120
O  -9.797440  -7.849880  5.342430
C  -3.206700  -21.068150  8.342190
H  -4.446650  -15.053220  13.984260
S  -0.485830  -13.041310  13.281070
O  -10.085650  -17.484470  9.794080
H  -12.371520  -18.282200  10.340830
H  -3.563070  -10.096110  8.095860
O  -4.804290  -13.570710  11.509900
H  -4.138360  -6.858190  6.699020
O  -2.734000  -16.742150  12.861280
O  -9.521290  -15.182250  10.358610
C  -11.812160  -19.107910  9.901030
O  -0.423460  -11.619810  13.637180
H  -5.962250  -12.804620  17.806940
H  -8.628290  -5.966190  9.000840
O  -5.408720  -21.551480  10.917850
H  -6.645160  -16.961590  8.078680
O  0.962570  -13.483740  12.536010
H  -9.152890  -11.097680  5.676140

Cartesian forces (eV/Å) of the 2 atoms listed first:
0.3652 0.8793 0.3556
-0.0633 0.1866 0.5287

Its multiplicity is 1. The total charge is 0. As for the SMILES: CCOS(C)(=O)=O.CCOS(C)(=O)=O.CCOS(C)(=O)=O.CCOS(C)(=O)=O.CCOS(C)(=O)=O.CCOS(C)(=O)=O.CCOS(C)(=O)=O.CCOS(C)(=O)=O.CCOS(C)(=O)=O.CCOS(C)(=O)=O.CCOS(C)(=O)=O.CCOS(C)(=O)=O. Its gap between HOMO and LUMO is 10.144 eV.

---

The following is a DFT calculation (wB97M-V/def2-TZVPD) of 2 unconnected molecules or ions with the total composition C3H4O2S in a non-equilibrium geometry.

Atoms and positions in Å:
H  -0.300994  2.047335  0.495352
C  -0.914571  1.156552  0.598274
H  -0.188666  -1.276443  -0.127539
O  -2.421705  -0.681318  -0.155361
H  1.635755  -1.680819  -0.898986
H  -0.652481  0.666423  1.473196
C  1.136849  0.219002  -0.657932
C  0.724623  -1.004476  -0.608963
O  1.487543  1.329269  -0.789108
S  -2.017767  0.641039  -0.525937

Cartesian forces (eV/Å) of the 2 atoms listed first:
-0.7563 0.2610 -0.4833
-1.3412 1.5868 -2.3818

Its multiplicity is 1. The total charge is 0. Its gap between HOMO and LUMO is 9.019 eV.

---

The following is a DFT calculation (wB97M-V/def2-TZVPD) of a molecular structure, C17H18ClMoNO4S in a non-equilibrium geometry.

Atoms and positions in Å:
O  3.243983  0.375016  -2.038447
C  -3.640321  1.118994  -1.826471
H  -3.667919  2.106465  1.918770
O  -1.101220  -0.171217  0.342867
O  -0.406711  1.255018  2.242422
C  1.299217  -0.678367  1.502215
C  -1.544398  2.461931  -2.223279
C  2.014126  -0.578143  2.688635
H  -1.882155  2.953574  0.453819
H  1.765091  0.183458  3.408148
H  -5.496563  0.139758  -1.412431
H  -1.142294  3.410787  -1.856611
C  3.026010  -1.485792  2.929601
H  1.020024  -1.690467  -0.375727
H  -0.901854  -2.069618  -2.356017
C  2.174913  0.758153  -1.727858
C  -2.580922  1.907140  -1.309122
S  0.002024  0.455491  1.154587
H  -5.454779  0.668120  0.998840
H  5.387217  -3.013754  2.070663
N  0.493990  1.392210  -0.180169
C  -1.519962  -1.166653  -2.336858
H  2.539572  1.418170  0.353337
H  4.312043  -4.360005  1.689227
C  2.639049  -2.512490  0.783329
C  -4.655772  1.007482  0.356696
C  4.413752  -3.459884  2.287615
Mo  -0.640162  0.672520  -1.576947
C  -4.663764  0.687961  -0.997431
H  3.575446  -1.437111  3.858137
H  4.418166  -3.728858  3.341804
H  2.904291  -3.253077  0.044655
Cl  -1.314048  -0.280990  -3.790806
H  2.036013  2.694928  -0.791655
H  -3.723236  0.964541  -2.899564
C  1.857465  1.662009  -0.469585
H  -1.916034  2.606381  -3.240460
C  1.608492  -1.628980  0.536309
C  -3.644786  1.804048  0.881523
O  1.008733  0.476089  -2.301591
C  3.343001  -2.475924  1.994575
C  -2.619480  2.257729  0.064188
H  -2.566238  -1.446639  -2.190930

Cartesian forces (eV/Å) of the 2 atoms listed first:
-0.5487 0.0786 -0.2329
-0.3224 0.0320 0.0759

Its multiplicity is 1. The total charge is +2. Its gap between HOMO and LUMO is 6.327 eV.

---

The following is a DFT calculation (wB97M-V/def2-TZVPD) of a gas-phase ion, C3H10NS (charge +1) in a non-equilibrium geometry.

Atoms and positions in Å:
H  0.770091  0.414360  2.282146
H  -2.036094  -2.404452  0.082923
C  -0.251324  0.107489  1.875147
N  1.812300  0.837173  -1.740277
H  2.773924  1.139422  -1.877021
S  -0.191110  -0.679255  -0.222044
H  -2.059710  -1.694437  -1.616357
H  -0.857653  -0.331741  2.627991
H  1.149488  1.356476  -2.293439
H  1.162562  1.542088  0.140972
H  2.137811  0.224045  0.281866
H  -0.759412  1.084253  1.459037
C  1.418159  0.709744  -0.389393
C  -2.240248  -1.574326  -0.509557
H  -2.828786  -0.730840  -0.101993

Cartesian forces (eV/Å) of the 2 atoms listed first:
-1.1611 -1.0487 -1.0514
0.1930 -1.3288 1.0192

Its multiplicity is 1. The total charge is +1. Its gap between HOMO and LUMO is 7.753 eV.

---

The following is a DFT calculation (wB97M-V/def2-TZVPD) of C5H7N3O in the gas phase in a non-equilibrium geometry.

Atoms and positions in Å:
C  0.340464  -0.582917  -0.730826
H  -1.922559  0.940570  0.202468
H  1.622151  -0.690022  1.707979
H  -0.940575  -2.788382  -1.735746
C  -3.157972  -0.612997  -0.929701
C  -1.544427  -1.957208  -1.511329
O  0.514537  0.605423  -0.164142
H  2.535913  0.178043  -0.146624
N  -2.845191  -1.830093  -1.563829
H  -4.153005  -0.345164  -0.703198
N  -1.013042  -0.813835  -0.924249
C  -2.089245  0.039844  -0.482667
N  1.996419  0.255233  1.711764
C  1.793765  0.730691  0.444746
H  1.948309  1.813269  0.474802
H  1.505840  0.758372  2.534428

Cartesian forces (eV/Å) of the 2 atoms listed first:
-0.6271 -0.3440 0.1614
-0.2534 -1.6285 -1.5539

Its multiplicity is 1. The total charge is 0. Its gap between HOMO and LUMO is 9.822 eV.

---

The following is a DFT calculation (wB97M-V/def2-TZVPD) of 2 unconnected molecules or ions with the total composition C4H11NS2 in a non-equilibrium geometry.

Atoms and positions in Å:
H  0.167159  0.022597  -2.148249
N  -1.812406  -1.997822  0.164927
H  -2.678516  -3.153277  -1.336614
C  -0.268999  1.010102  -1.982900
S  1.719633  0.834701  0.359711
H  1.096082  0.608435  2.702927
H  0.311057  1.709177  -2.578494
S  -0.209581  1.396949  -0.202818
C  1.555294  1.362349  2.069404
H  -0.226947  -3.303770  0.397001
C  -1.919712  -2.377218  -1.231153
H  2.572986  1.522217  2.438870
H  1.087052  2.337919  2.193884
H  -0.980860  -2.508599  1.927700
H  -2.244741  -1.524526  -1.827622
H  -0.991890  -2.763778  -1.673526
C  -0.974249  -2.645199  0.850341
H  -1.328126  0.966106  -2.210530

Cartesian forces (eV/Å) of the 2 atoms listed first:
-0.1944 -0.0656 0.0426
-0.2872 -0.7643 0.1161

Its multiplicity is 1. The total charge is 0. As for the SMILES: C=NC.CSSC. Its gap between HOMO and LUMO is 8.412 eV.

---

no.,E (Ha)
1,-8915.702694
2,-665.262714
3,-1940.229832
4,-572.812725
5,-434.137712
6,-1010.079352